# 1
Molecular formula: C11H13NO
Method: DFT, ωB97M-V with the def2-TZVPD basis set

Structure (ORCA input):
```
! wB97M-V def2-TZVPD RIJCOSX def2/J DEFGRID3
* xyz 0 1
N 0.54 -1.40 -2.07
C -0.69 -1.15 -1.32
C -1.27 0.21 -1.56
C -1.66 0.74 -0.12
C -2.01 -0.61 0.60
C -0.67 -1.27 0.27
C 0.29 -0.10 0.69
C 1.63 -0.21 1.12
O 2.22 -1.42 1.38
C 2.34 1.00 1.32
C 1.74 2.20 1.10
C 0.43 2.24 0.65
C -0.31 1.08 0.51
H 1.20 -0.66 -1.79
H 0.89 -2.30 -1.75
H -1.35 -1.95 -1.70
H -0.52 0.86 -1.99
H -2.12 0.10 -2.27
H -2.44 1.55 -0.08
H -2.21 -0.67 1.69
H -2.84 -1.19 0.18
H -0.43 -2.22 0.63
H 1.62 -2.08 1.02
H 3.41 0.94 1.71
H 2.27 3.11 1.25
H -0.05 3.20 0.53
*
```

Computed properties:
Kohn-Sham gap: 9.1683 eV
E_HOMO: -8.5 eV
structure (SMILES): N[C@@H]1C[C@H]2C[C@@H]1c1c(O)cccc12
ΔE to the lowest compared entry with this formula, charge and spin: 0.406 eV


# 2
Molecular formula: C11H13NO
Method: DFT, ωB97M-V with the def2-TZVPD basis set

Structure (ORCA input):
```
! wB97M-V def2-TZVPD RIJCOSX def2/J DEFGRID3
* xyz 0 1
C -2.18 1.41 1.34
O -1.71 1.41 0.02
C -1.15 0.25 -0.40
C -1.36 0.07 -1.89
N -1.75 -0.91 0.39
C -1.06 -1.96 0.54
C 0.44 -2.26 0.29
C 1.01 -0.96 -0.05
C 2.36 -0.86 0.15
C 3.04 0.41 0.03
C 2.29 1.61 -0.16
C 0.93 1.45 -0.25
C 0.30 0.24 -0.17
H -2.35 2.52 1.43
H -1.34 1.05 2.06
H -3.06 0.88 1.49
H -2.38 0.00 -2.09
H -0.76 -0.71 -2.31
H -1.11 1.11 -2.39
H -1.60 -2.85 1.06
H 0.50 -3.06 -0.46
H 0.80 -2.56 1.22
H 2.89 -1.78 0.47
H 4.13 0.61 0.14
H 2.86 2.56 -0.15
H 0.26 2.34 -0.29
*
```

Computed properties:
Kohn-Sham gap: 9.7594 eV
E_HOMO: -8.9 eV
structure (SMILES): CO[C@]1(C)N=CCc2ccccc21
ΔE to the lowest compared entry with this formula, charge and spin: 2.050 eV


# 3
Molecular formula: C11H13NOS
Method: DFT, ωB97M-V with the def2-TZVPD basis set

Structure (ORCA input):
```
! wB97M-V def2-TZVPD RIJCOSX def2/J DEFGRID3
* xyz 0 1
C -3.78 -0.95 0.62
C -4.33 0.13 -0.13
C -2.47 -0.95 0.87
C -3.54 1.20 -0.50
C -0.20 -0.08 0.59
C -1.36 2.34 -0.62
C -1.52 0.18 0.52
C -2.10 1.31 -0.14
C 2.41 -0.39 -1.43
C 2.72 -0.07 1.11
C 2.05 0.46 -0.16
N 0.74 0.83 0.16
O 0.22 3.16 1.21
S 0.42 2.52 -0.04
H -4.19 -1.88 0.97
H -5.32 -0.04 -0.31
H -2.11 -1.78 1.39
H -3.78 2.09 -1.10
H -0.02 -1.16 0.88
H -1.76 2.96 -1.32
H 1.71 -1.12 -1.53
H 2.40 0.21 -2.28
H 3.30 -0.94 -1.36
H 2.47 -1.13 1.25
H 2.56 0.63 2.00
H 3.86 -0.20 1.12
H 2.48 1.39 -0.27
*
```

Computed properties:
Kohn-Sham gap (spin up / spin down): 7.5909 / 7.5916 eV
E_HOMO (spin up / spin down): -7.6 / -7.6 eV
ΔE to the lowest compared entry with this formula, charge and spin: 4.150 eV


# 4
Molecular formula: C11H13NP
Method: DFT, ωB97M-V with the def2-TZVPD basis set

Structure (ORCA input):
```
! wB97M-V def2-TZVPD RIJCOSX def2/J DEFGRID3
* xyz 1 1
C 4.00 0.42 0.29
P 2.51 1.49 0.89
C 2.20 0.88 2.69
C 1.04 0.72 -0.08
C 1.25 0.15 -1.53
C 0.02 -0.50 -2.24
C -1.37 -0.54 -1.47
C -2.67 -1.18 -2.10
N -3.90 -1.23 -1.35
C -4.10 -0.69 0.00
C -2.93 -0.01 0.73
C -1.55 0.06 -0.02
C -0.32 0.70 0.70
H 4.53 1.07 -0.49
H 4.63 0.21 1.22
H 3.61 -0.57 -0.15
H 1.53 1.62 3.26
H 1.62 -0.11 2.63
H 3.21 0.70 3.22
H 2.29 0.23 -2.01
H 0.15 -0.95 -3.28
H -2.56 -1.60 -3.16
H -4.72 -1.67 -1.79
H -5.11 -0.78 0.51
H -2.98 0.44 1.78
H -0.39 1.13 1.75
*
```

Computed properties:
Kohn-Sham gap: 6.3979 eV
E_HOMO: -11.3 eV
structure (SMILES): CP(C)c1ccc2c[nH+]ccc2c1
ΔE to the lowest compared entry with this formula, charge and spin: 3.832 eV


# 5
Molecular formula: C11H13NSe
Method: DFT, ωB97M-V with the def2-TZVPD basis set

Structure (ORCA input):
```
! wB97M-V def2-TZVPD RIJCOSX def2/J DEFGRID3
* xyz 0 1
C 1.80 -0.33 1.49
C 0.68 0.17 2.40
C -0.27 -1.04 2.46
C -0.02 1.32 1.73
C -0.75 1.16 0.63
N -1.58 1.32 -0.20
C -1.38 1.70 -1.58
C -2.38 0.89 -2.38
C -1.91 0.01 -3.27
C -0.59 -0.34 -3.43
C 0.36 0.51 -2.93
C 0.02 1.54 -2.04
Se 1.27 2.58 -1.22
H 2.63 -0.71 2.11
H 2.26 0.43 0.85
H 1.47 -1.24 0.89
H 0.87 0.39 3.41
H -0.63 -1.26 1.41
H -1.17 -0.82 3.12
H 0.31 -1.82 2.76
H -0.21 2.33 2.26
H -1.69 2.68 -1.75
H -3.35 1.28 -2.23
H -2.70 -0.65 -3.82
H -0.33 -1.08 -4.08
H 1.38 0.24 -3.16
*
```

Computed properties:
Kohn-Sham gap (spin up / spin down): 6.4848 / 6.4658 eV
E_HOMO (spin up / spin down): -7.8 / -7.8 eV
structure (SMILES): CC(C)C=C=N[C@@H]1C=CC=CC1=[Se]
ΔE to the lowest compared entry with this formula, charge and spin: 2.986 eV


# 6
Molecular formula: C11H14BCdN7S
Method: DFT, ωB97M-V with the def2-TZVPD basis set

Structure (ORCA input):
```
! wB97M-V def2-TZVPD RIJCOSX def2/J DEFGRID3
* xyz 2 1
C -2.23 0.81 2.20
N -1.39 0.49 1.21
N -2.10 0.03 0.12
C -3.41 0.06 0.41
C -3.54 0.54 1.73
B -1.32 -0.44 -1.22
N -0.30 0.61 -1.80
N 0.59 1.25 -0.97
C 1.34 2.10 -1.71
C 0.86 2.03 -3.04
C -0.16 1.09 -3.05
Cd 0.61 0.44 1.11
N -0.59 -1.80 -0.97
N 0.42 -1.92 -0.05
C 0.80 -3.22 -0.05
C 0.01 -3.94 -0.99
C -0.84 -3.00 -1.55
H 1.57 -3.66 0.57
H -1.62 -3.06 -2.31
H 0.03 -4.99 -1.23
H -2.18 -0.62 -2.04
H -0.83 0.71 -3.82
H -4.07 -0.28 -0.37
H 1.23 2.59 -3.86
H -4.42 0.68 2.29
H 2.14 2.70 -1.28
H -1.80 1.20 3.16
H 2.19 -0.58 0.63
C 2.77 0.38 1.00
H 3.23 0.89 0.15
H 2.27 1.65 1.55
H 3.33 0.07 1.89
S 1.40 1.78 3.22
C 2.72 2.46 4.10
N 3.30 2.97 4.97
*
```

Computed properties:
Kohn-Sham gap (spin up / spin down): 5.7544 / 4.2098 eV
E_HOMO (spin up / spin down): -15.7 / -15.6 eV
ΔE to the lowest compared entry with this formula, charge and spin: 1.385 eV


> The lowest ΔE to the lowest compared entry with this formula, charge and spin belongs to which entry?

number 1